Below is one molecule with the formula C23H35N3O4, with properties calculated with wB97M-V/def2-TZVPD.

Calculated values
DFT total energy = -1362.66242 a.u.
molar mass = 417.55 g mol⁻¹
highest occupied orbital energy = -8.26 eV
orbital gap = 8.83 eV
SMILES string = COc1cccc(CN2CCNC(=O)[C@H]2CC(=O)NCCCC2CCCC2)c1OC

The geometry in XYZ format:
```
65
Properties=species:S:1:pos:R:3:forces:R:3
O -3.525 -1.996 -1.250 0.2 0.4 0.4
O 0.445 1.409 -2.181 0.3 -0.2 -0.3
O -1.246 -0.641 -0.150 -0.3 0.2 0.4
O 3.526 2.538 1.110 0.2 0.1 0.3
N -0.851 2.279 1.099 0.0 -0.1 0.0
N -1.472 2.391 -1.607 -0.3 0.1 -0.3
N 2.962 1.621 -0.874 0.2 -0.4 -0.4
C -3.686 -1.043 -0.273 0.1 -0.1 -0.2
C 2.720 2.365 0.215 -0.5 0.3 -0.2
C -1.726 3.319 0.628 -0.1 0.1 -0.3
C -2.432 2.960 -0.687 -0.3 0.1 0.4
C 3.279 -3.293 0.716 0.1 0.0 0.0
C 0.184 1.952 0.146 0.3 0.1 0.2
C -4.933 -0.688 0.225 0.0 0.0 -0.1
C -0.274 1.872 -1.304 -0.1 -0.1 0.2
C -3.933 0.845 1.757 0.0 -0.1 -0.1
C -2.534 -0.416 0.242 -0.1 0.1 0.1
C 1.736 -1.772 1.848 0.0 0.0 0.1
C 4.210 0.920 -1.072 0.3 0.0 0.0
C 3.095 -1.103 1.596 0.1 0.1 0.0
C -1.458 1.208 1.865 0.0 -0.1 0.0
C -0.940 -1.426 -1.281 0.4 -0.3 -0.5
C 3.678 -1.849 0.392 0.0 -0.1 0.0
C -5.061 0.250 1.233 0.0 0.0 0.0
C 3.082 -1.377 -0.943 0.3 -0.1 0.0
C -2.673 0.527 1.269 0.0 -0.2 0.0
C 1.843 -3.181 1.238 0.0 -0.1 0.0
C -4.653 -2.694 -1.711 -0.2 -0.1 -0.1
C 3.986 -0.434 -1.738 -0.2 0.1 0.2
C 1.330 2.995 0.247 0.2 0.0 0.0
H 4.876 1.524 -1.703 0.0 -0.1 0.2
H 0.127 -1.281 -1.450 -0.1 0.0 0.0
H 1.510 -1.808 2.913 -0.1 0.0 0.0
H 0.933 -1.216 1.363 -0.1 0.0 0.0
H -2.471 3.538 1.394 0.0 0.1 0.0
H 1.623 -3.959 1.968 -0.1 0.0 -0.1
H 0.592 0.973 0.409 -0.1 0.0 -0.1
H 3.006 -0.031 1.435 0.1 0.1 0.0
H -4.270 -3.417 -2.430 -0.1 0.0 0.0
H -4.022 1.566 2.556 0.0 0.1 0.1
H -5.160 -3.226 -0.900 0.0 0.0 0.0
H -1.756 1.641 2.827 0.0 -0.2 0.0
H 3.931 -3.677 1.502 0.0 0.0 0.0
H -5.822 -1.154 -0.168 -0.1 -0.1 -0.1
H -3.241 2.244 -0.504 0.1 0.2 0.0
H -1.119 4.217 0.469 -0.1 0.1 0.0
H -1.145 -2.484 -1.105 0.0 0.1 0.0
H 2.230 1.496 -1.569 -0.1 0.1 0.1
H -0.683 0.464 2.058 0.0 0.0 0.1
H 2.132 -0.876 -0.761 -0.2 0.0 0.0
H 4.957 -0.906 -1.900 0.0 0.0 -0.1
H 4.684 0.811 -0.093 0.0 0.0 -0.1
H -6.041 0.503 1.607 -0.1 0.0 0.0
H -1.482 -1.091 -2.166 0.1 0.0 0.1
H 3.530 -0.264 -2.717 0.1 0.0 -0.1
H 1.231 3.515 1.200 0.0 -0.1 -0.1
H 3.746 -1.255 2.459 0.0 0.1 0.0
H 3.359 -3.957 -0.143 0.1 -0.1 0.0
H 4.766 -1.751 0.351 0.0 0.0 0.0
H 1.137 -3.291 0.414 -0.1 0.0 0.0
H -2.864 3.859 -1.139 0.0 -0.1 0.1
H -1.751 2.307 -2.576 0.2 -0.1 0.1
H -5.365 -2.031 -2.214 0.0 0.0 0.0
H 2.880 -2.246 -1.573 -0.1 0.0 0.0
H 1.262 3.726 -0.562 0.0 0.1 0.0
```
Forces are in eV/Å.

These are the natural (NBO) partial charges, in e, on atoms 1 to 2: -0.521, -0.679